[1]
The following is a quantum chemistry calculation of C31H54AsHfN6O4 as an isolated structure, from the OMol25 dataset.

The energy is -4126.7894 Eh. The total charge is +1. Its energy above the lowest of the compared OMol25 structures with the same formula, charge and spin is 18.5 kJ/mol. The value obtained for the highest occupied orbital energy is -9.400 eV.

Last column: Löwdin charge in e.
Atoms and positions in Å:
Hf  0.517  0.434  0.649  1.50
N  2.934  0.003  0.669  -0.05
C  3.835  0.644  1.637  -0.20
C  3.347  2.053  1.922  -0.18
N  1.924  2.057  2.314  -0.21
C  1.801  1.597  3.721  -0.18
C  0.536  0.795  3.939  -0.21
N  0.587  -0.371  3.045  -0.05
C  1.375  3.426  2.211  -0.17
C  1.017  3.771  0.783  -0.19
N  0.045  2.777  0.320  -0.03
H  3.184  -0.974  0.559  0.05
H  3.047  0.406  -0.261  0.04
H  4.863  0.685  1.272  0.13
H  3.841  0.039  2.545  0.11
H  3.461  2.662  1.026  0.10
H  3.962  2.514  2.704  0.14
H  1.849  2.452  4.401  0.13
H  2.655  0.962  3.961  0.12
H  -0.349  1.380  3.677  0.11
H  0.446  0.520  4.993  0.13
H  -0.281  -0.904  3.061  0.06
H  1.336  -1.000  3.322  0.08
H  2.077  4.153  2.635  0.14
H  0.466  3.462  2.817  0.13
H  1.887  3.734  0.127  0.09
H  0.624  4.789  0.736  0.13
H  -0.087  2.838  -0.692  0.09
H  -0.866  2.950  0.735  0.09
O  -1.721  -1.191  1.656  -0.06
C  -2.266  -0.105  1.419  -0.57
O  -1.560  0.952  1.190  -0.18
C  -3.748  0.020  1.333  -0.13
C  -4.532  -1.106  1.567  0.02
C  -5.910  -1.022  1.465  0.03
C  -6.465  0.198  1.127  -0.12
C  -5.712  1.332  0.886  0.02
C  -4.335  1.234  0.992  0.00
N  -7.942  0.297  1.017  -0.35
O  -8.391  1.350  0.621  0.09
O  -8.569  -0.732  1.133  0.09
H  -4.053  -2.041  1.823  0.12
H  -6.551  -1.873  1.640  0.13
H  -6.203  2.256  0.622  0.12
H  -3.711  2.096  0.806  0.12
C  -1.199  -4.212  1.586  -0.15
C  -0.601  -3.811  0.243  -0.39
As  0.876  -2.536  0.356  1.18
C  1.798  -2.798  -1.351  -0.41
C  2.164  -4.203  -1.817  -0.14
C  2.003  -3.367  1.744  -0.42
C  2.476  -4.801  1.526  -0.15
H  -2.061  -4.861  1.426  0.08
H  -1.542  -3.342  2.144  0.04
H  -0.492  -4.767  2.203  0.06
H  -1.359  -3.325  -0.374  0.05
H  -0.244  -4.683  -0.304  0.06
H  2.683  -2.160  -1.336  0.04
H  1.117  -2.315  -2.056  0.05
H  3.010  -4.608  -1.266  0.05
H  2.447  -4.173  -2.870  0.08
H  1.338  -4.907  -1.729  0.06
H  1.394  -3.303  2.651  0.05
H  2.864  -2.712  1.908  0.05
H  1.666  -5.457  1.208  0.07
H  2.888  -5.209  2.450  0.08
H  3.256  -4.855  0.769  0.06
C  -1.611  -1.090  -1.985  -0.10
C  -2.118  0.310  -2.326  -0.35
C  -3.068  0.108  -3.521  -0.07
C  -1.051  1.363  -2.664  -0.14
C  -1.476  2.480  -3.384  -0.06
C  -0.594  3.389  -3.938  -0.08
C  0.762  3.131  -3.830  -0.05
C  1.241  2.078  -3.062  -0.16
C  2.752  1.912  -3.018  -0.37
C  3.226  0.465  -3.104  -0.06
C  3.386  2.653  -1.841  -0.06
C  0.332  1.264  -2.334  -0.30
N  0.748  0.543  -1.223  -0.18
H  -2.460  -1.776  -1.935  0.08
H  -1.089  -1.167  -1.038  -0.02
H  -0.929  -1.447  -2.761  0.09
H  -2.722  0.677  -1.485  0.12
H  -2.508  -0.263  -4.381  0.10
H  -3.583  1.013  -3.827  0.06
H  -3.830  -0.630  -3.267  0.08
H  -2.536  2.630  -3.537  0.10
H  -0.955  4.243  -4.494  0.10
H  1.475  3.768  -4.342  0.11
H  3.121  2.406  -3.922  0.13
H  2.897  -0.112  -2.244  0.02
H  4.316  0.423  -3.172  0.08
H  2.814  -0.024  -3.988  0.09
H  2.998  2.266  -0.896  0.02
H  3.146  3.718  -1.877  0.09
H  4.473  2.550  -1.840  0.09

=====

[2]
The following is a quantum chemistry calculation of a 12-piece molecular cluster, C31H54BF4N11O2P overall, from the OMol25 dataset.

The energy is -2731.9306 Eh. The total charge is -1. The value obtained for the highest occupied orbital energy is -2.917 eV.

Last column: Löwdin charge in e.
Atoms and positions in Å:
C  3.267  1.885  3.210  -0.12
C  2.847  1.808  1.733  -0.28
C  3.523  0.667  0.948  -0.21
C  2.538  -0.261  0.192  -0.22
C  2.360  -1.705  0.737  -0.28
C  1.028  -1.885  1.491  -0.36
P  1.015  -1.145  3.258  0.58
B  -0.913  -1.509  3.502  -0.68
O  -1.464  -1.696  4.772  0.08
O  -1.838  -1.579  2.432  -0.06
C  -2.300  -0.243  2.201  -0.10
C  1.558  -2.865  4.099  -0.52
F  1.403  -2.740  5.482  -0.02
F  0.763  -3.939  3.757  0.02
C  3.020  -3.271  3.943  -0.32
F  3.857  -2.339  4.463  0.06
F  3.248  -4.429  4.694  0.00
H  2.599  1.287  3.832  0.03
H  4.258  1.457  3.355  0.06
H  3.206  2.909  3.582  0.04
H  1.770  1.664  1.668  0.07
H  3.059  2.771  1.280  0.04
H  4.142  1.129  0.174  0.09
H  4.175  0.076  1.590  0.09
H  2.836  -0.327  -0.855  0.09
H  1.559  0.216  0.194  0.08
H  3.240  -1.945  1.341  0.07
H  2.319  -2.370  -0.128  0.07
H  0.732  -2.940  1.436  0.07
H  0.282  -1.340  0.929  0.02
H  2.420  -0.754  3.074  -0.02
H  1.075  -0.527  4.602  -0.02
H  0.621  0.195  2.715  -0.01
H  -1.187  -0.928  5.291  0.04
H  -3.330  -0.240  1.852  0.06
H  -2.297  0.292  3.160  0.09
H  -1.630  0.308  1.541  0.08
H  3.278  -3.542  2.920  0.14
C  -0.992  -3.966  -2.147  -0.07
C  -0.405  -2.721  -1.663  -0.23
N  0.083  -1.754  -1.281  0.19
H  -0.294  -4.786  -1.987  0.08
H  -1.915  -4.176  -1.610  0.08
H  -1.208  -3.887  -3.209  0.05
C  1.063  -3.705  -5.614  -0.06
C  0.135  -4.808  -5.388  -0.30
N  -0.595  -5.684  -5.243  0.12
H  2.086  -4.047  -5.497  0.04
H  0.923  -3.328  -6.623  0.03
H  0.875  -2.903  -4.901  0.09
C  -6.262  -0.938  -0.448  -0.07
C  -5.768  0.343  0.044  -0.30
N  -5.371  1.342  0.445  0.14
H  -5.526  -1.716  -0.254  0.08
H  -7.191  -1.192  0.060  0.08
H  -6.443  -0.874  -1.519  0.05
C  -1.387  -2.060  8.447  -0.06
C  -1.509  -0.741  7.842  -0.28
N  -1.599  0.284  7.333  0.14
H  -2.016  -2.765  7.907  0.09
H  -0.353  -2.393  8.389  0.09
H  -1.698  -2.020  9.490  0.07
C  3.755  6.070  0.363  -0.06
C  3.043  4.907  -0.151  -0.26
N  2.443  4.008  -0.541  0.16
H  4.712  6.180  -0.143  0.08
H  3.153  6.963  0.190  0.07
H  3.925  5.952  1.434  0.02
C  1.961  6.561  4.183  -0.06
C  3.333  6.219  3.830  -0.27
N  4.408  5.925  3.552  0.14
H  1.274  5.879  3.685  0.09
H  1.828  6.479  5.260  0.08
H  1.742  7.580  3.869  0.08
C  -0.838  5.672  -0.694  -0.09
C  -0.270  6.945  -0.262  -0.28
N  0.193  7.938  0.083  0.10
H  -0.105  4.878  -0.556  0.06
H  -1.725  5.446  -0.103  0.09
H  -1.112  5.721  -1.743  0.03
C  -1.362  -4.728  -9.007  -0.07
C  -0.794  -3.457  -8.571  -0.27
N  -0.344  -2.458  -8.228  0.14
H  -0.651  -5.530  -8.821  0.08
H  -2.277  -4.929  -8.454  0.08
H  -1.586  -4.685  -10.071  0.08
C  -3.158  3.711  -3.829  -0.06
C  -1.768  4.068  -3.563  -0.26
N  -0.677  4.349  -3.336  0.15
H  -3.322  3.645  -4.903  0.08
H  -3.386  2.750  -3.372  0.08
H  -3.818  4.469  -3.412  0.08
C  4.903  -5.609  -4.166  -0.06
C  4.666  -4.455  -5.028  -0.28
N  4.481  -3.537  -5.692  0.14
H  4.347  -6.467  -4.538  0.08
H  5.964  -5.847  -4.154  0.08
H  4.576  -5.382  -3.153  0.09
C  -8.654  2.022  -2.747  -0.06
C  -7.308  1.519  -2.999  -0.28
N  -6.247  1.129  -3.197  0.15
H  -9.381  1.411  -3.278  0.08
H  -8.864  1.987  -1.680  0.08
H  -8.732  3.051  -3.092  0.08

=====

[3]
The following is a quantum chemistry calculation of C31H54Br2N11OTi as an isolated structure, from the OMol25 dataset.

The energy is -7888.1964 Eh. The spin multiplicity is 2. The expectation value of S² is 0.766. The total charge is +2. Its energy above the lowest of the compared OMol25 structures with the same formula, charge and spin is 295.9 kJ/mol. The value obtained for the highest occupied orbital energy (alpha / beta) is -12.876 / -12.958 eV.

Last column: Löwdin spin population.
Atoms and positions in Å:
Ti  -0.159  0.775  0.395  0.28
C  1.905  0.953  -2.367  0.00
N  3.001  0.282  -1.701  0.00
C  4.211  0.405  -2.516  0.00
C  3.135  0.509  -0.328  0.00
N  2.307  1.366  0.217  0.00
C  2.625  2.104  1.429  0.02
C  2.098  3.548  1.269  0.03
N  0.733  3.564  0.817  0.36
C  -0.214  2.841  1.497  0.23
C  -2.058  0.823  1.215  -0.03
N  -1.837  -0.478  0.717  -0.01
C  -2.076  -1.545  1.448  0.00
N  -2.876  -1.489  2.553  0.00
C  -2.849  -2.393  3.685  0.00
C  -4.101  -0.701  2.539  0.00
N  -1.526  -2.734  0.947  0.00
C  -2.222  -3.209  -0.241  0.00
C  -1.120  -3.847  1.781  0.00
C  0.544  3.983  -0.555  0.03
C  -0.847  3.676  -1.081  0.00
N  -1.065  2.230  -1.223  0.00
C  -2.182  1.904  -1.840  0.00
N  -2.141  0.719  -2.570  0.00
C  -3.313  -0.135  -2.634  0.00
C  -1.412  0.788  -3.833  0.00
N  -3.315  2.648  -1.856  0.00
C  -4.197  2.694  -3.007  0.00
C  -3.839  3.409  -0.740  0.00
N  4.083  -0.264  0.272  0.00
C  4.621  -1.458  -0.361  0.00
C  4.646  -0.036  1.594  0.00
H  1.826  0.546  -3.374  0.00
H  2.097  2.031  -2.454  0.00
H  0.968  0.798  -1.811  0.00
H  4.220  1.371  -3.028  0.00
H  4.235  -0.380  -3.270  0.00
H  5.114  0.350  -1.922  0.00
H  3.701  2.184  1.586  0.00
H  2.163  1.679  2.327  0.00
H  2.710  4.082  0.539  0.00
H  2.184  4.062  2.233  0.01
H  -1.218  3.251  1.418  0.02
H  0.062  2.663  2.538  0.01
H  -2.825  1.352  0.649  0.00
H  -2.193  0.904  2.300  0.00
H  -1.834  -2.646  3.971  0.00
H  -3.421  -3.305  3.505  0.00
H  -3.304  -1.871  4.527  0.00
H  -4.261  -0.235  1.570  0.00
H  -4.095  0.059  3.325  0.00
H  -4.942  -1.373  2.733  0.00
H  -2.500  -2.367  -0.867  0.00
H  -3.124  -3.776  0.021  0.00
H  -1.554  -3.868  -0.791  0.00
H  -0.516  -3.502  2.615  0.00
H  -0.492  -4.483  1.157  0.00
H  -1.952  -4.454  2.150  0.00
H  1.294  3.483  -1.182  0.01
H  0.711  5.065  -0.630  0.01
H  -0.949  4.136  -2.074  0.00
H  -1.569  4.180  -0.432  0.00
H  -3.831  -0.112  -1.679  0.00
H  -2.972  -1.155  -2.823  0.00
H  -4.013  0.130  -3.430  0.00
H  -2.017  1.238  -4.630  0.00
H  -1.138  -0.215  -4.157  0.00
H  -0.518  1.392  -3.698  0.00
H  -3.658  2.447  -3.916  0.00
H  -4.565  3.717  -3.106  0.00
H  -5.062  2.033  -2.895  0.00
H  -3.769  4.486  -0.911  0.00
H  -3.333  3.159  0.187  0.00
H  -4.896  3.159  -0.626  0.00
H  4.557  -2.285  0.350  0.00
H  5.672  -1.332  -0.629  0.00
H  4.046  -1.721  -1.242  0.00
H  5.344  0.805  1.584  0.00
H  5.210  -0.918  1.890  0.00
H  3.874  0.128  2.343  0.00
C  0.175  -1.878  -2.353  0.00
C  0.919  -2.187  -1.097  0.00
C  1.684  -3.372  -1.018  0.00
C  2.298  -3.719  0.151  0.00
C  2.132  -2.896  1.283  0.00
C  2.657  -3.172  2.569  0.00
Br  3.794  -4.677  2.843  0.00
C  2.382  -2.352  3.638  0.00
C  1.612  -1.206  3.451  0.00
Br  1.205  -0.041  4.892  0.00
C  1.117  -0.845  2.199  0.00
O  0.441  0.251  2.004  0.01
C  1.370  -1.714  1.101  0.00
N  0.802  -1.359  -0.078  0.01
H  -0.404  -2.745  -2.666  0.00
H  0.863  -1.650  -3.165  0.00
H  -0.494  -1.037  -2.172  0.00
H  1.765  -4.005  -1.888  0.00
H  2.881  -4.625  0.223  0.00
H  2.770  -2.592  4.616  0.00

=====

[4]
The following is a quantum chemistry calculation of a 4-piece molecular cluster, C31H54Cl2FN5O4P2S overall, from the OMol25 dataset.

The energy is -3889.0557 Eh. The total charge is 0. The value obtained for the highest occupied orbital energy is -7.283 eV.

Last column: Löwdin charge in e.
Atoms and positions in Å:
C  -2.736  1.467  2.915  -0.15
C  -1.141  1.416  3.164  -0.40
P  -0.251  -0.100  2.513  0.98
C  1.626  0.000  2.587  -0.44
C  2.322  -0.798  3.795  -0.20
C  -0.919  -0.756  0.858  -0.40
O  -1.534  0.346  0.190  -0.10
C  -0.762  1.146  -0.685  -0.36
F  -1.775  1.880  -1.460  -0.02
C  0.166  0.439  -1.763  -0.08
C  0.117  0.983  -3.260  -0.22
C  -0.613  -0.067  -4.275  -0.56
Cl  -1.642  0.869  -5.482  0.47
C  -0.018  2.345  0.125  -0.03
C  0.636  3.461  -0.807  -0.30
C  -0.098  4.903  -0.577  -0.04
O  2.009  3.669  -0.304  -0.20
C  2.947  3.774  -1.392  -0.18
C  3.479  2.262  -1.670  -0.13
C  3.793  1.753  -3.093  -0.04
C  4.252  0.266  -3.263  -0.07
C  4.380  -0.668  -2.008  -0.07
C  4.092  -0.079  -0.600  -0.08
C  3.635  1.387  -0.373  -0.02
C  -1.872  -2.091  0.973  -0.59
C  -2.171  -2.467  -0.586  -0.23
C  -3.219  -1.661  -1.422  -0.15
C  -4.283  -0.699  -0.760  -0.24
O  -4.619  0.332  -1.741  -0.24
C  -5.428  1.353  -1.113  -0.13
N  -3.070  -1.997  1.810  -0.39
S  -4.241  -3.288  1.410  0.80
C  -2.948  -2.114  3.297  -0.39
N  -3.279  -3.539  3.733  -0.13
P  -0.848  -3.670  1.470  0.69
O  0.414  -3.872  0.276  -0.40
Cl  0.188  -3.469  3.272  0.24
H  -3.276  1.626  3.918  0.04
H  -2.972  2.406  2.283  0.08
H  -3.160  0.579  2.342  0.05
H  -0.679  2.428  2.841  0.07
H  -1.010  1.406  4.315  0.07
H  2.032  -0.384  1.571  0.06
H  1.912  1.124  2.603  0.07
H  1.622  -0.821  4.693  0.06
H  2.595  -1.840  3.396  0.04
H  3.315  -0.251  4.018  0.08
H  0.029  -1.200  0.351  0.10
H  0.005  -0.707  -1.815  0.11
H  1.260  0.551  -1.396  0.11
H  1.214  1.000  -3.636  0.09
H  -0.263  2.044  -3.409  0.09
H  0.200  -0.591  -4.903  0.04
H  -1.163  -0.902  -3.729  0.06
H  0.780  1.971  0.845  0.10
H  -0.876  2.859  0.705  0.11
H  0.591  3.276  -1.927  0.13
H  -0.630  4.970  0.433  0.08
H  -0.762  5.198  -1.458  0.08
H  0.740  5.700  -0.535  0.09
H  3.843  4.467  -1.160  0.14
H  2.492  4.178  -2.366  0.13
H  3.674  2.450  -3.998  0.10
H  4.451  -0.100  -4.334  0.09
H  4.685  -1.771  -2.136  0.08
H  4.183  -0.737  0.331  0.08
H  3.406  1.811  0.671  0.10
H  -1.137  -2.347  -1.097  0.09
H  -2.384  -3.601  -0.697  0.09
H  -2.651  -1.022  -2.206  0.10
H  -3.816  -2.411  -2.074  0.13
H  -5.258  -1.292  -0.586  0.11
H  -3.994  -0.193  0.219  0.10
H  -5.866  2.038  -1.919  0.10
H  -6.265  0.915  -0.456  0.09
H  -4.731  1.956  -0.411  0.09
H  -3.563  -4.385  0.905  -0.11
H  -1.994  -1.842  3.826  0.05
H  -3.797  -1.472  3.778  0.09
H  -4.080  -3.512  4.391  0.07
H  -2.484  -3.860  4.328  0.04
H  1.076  -3.173  0.507  0.03
C  2.405  -4.033  -2.276  -0.05
C  2.076  -2.997  -3.308  -0.22
N  1.817  -2.182  -4.120  0.15
H  2.406  -5.024  -2.732  0.09
H  3.390  -3.835  -1.851  0.07
H  1.661  -4.009  -1.478  0.04
C  -3.735  1.845  7.534  -0.06
C  -3.886  0.801  6.468  -0.22
N  -4.005  -0.020  5.629  0.15
H  -2.677  2.063  7.691  0.08
H  -4.247  2.760  7.232  0.08
H  -4.167  1.485  8.469  0.08
C  7.583  -0.584  -5.266  -0.08
C  7.379  -1.859  -4.505  -0.26
N  7.216  -2.861  -3.904  0.11
H  6.837  -0.500  -6.058  0.08
H  7.486  0.269  -4.593  0.07
H  8.579  -0.574  -5.712  0.08